C47H57AsCaCl3GeN3O6PS2Si as an isolated structure. Source: the Open Molecules 2025 dataset; level of theory: ωB97M-V/def2-TZVPD.

The geometry in XYZ format:
```
123
Properties=species:S:1:pos:R:3:forces:R:3:lowdin_spin:R:1
Ca 0.002655 -0.159458 1.775756 0.1 -0.6 0.2 0.009
C -0.199328 5.840206 2.792249 0.0 -0.3 -0.1 0.000
C -0.119890 4.393854 3.271473 0.5 0.6 0.8 0.000
C 1.346432 3.971910 3.345597 -0.4 -0.1 0.0 0.001
C -0.786523 4.278351 4.643296 0.1 -0.2 -0.4 0.000
O -0.771654 3.477549 2.394952 -0.4 -0.4 -0.5 0.009
Si -1.332525 3.668339 0.881856 -0.1 1.3 0.8 0.056
S -1.327079 1.655244 0.195921 -0.3 -0.1 -1.0 0.769
O -2.790955 4.353712 0.741454 0.7 -0.4 -0.2 0.016
C -4.091508 4.201288 1.290725 -1.0 0.0 0.2 0.002
C -4.150741 3.036364 2.274090 0.2 0.3 -0.1 0.010
C -4.434867 5.513777 2.001283 0.2 -0.3 -0.2 0.001
C -5.054986 3.965877 0.125914 0.3 0.1 0.2 0.000
O -0.290184 4.587383 0.064903 0.1 -0.8 0.3 0.031
C -0.325400 5.298571 -1.162400 0.1 0.6 -0.8 0.002
C -0.756694 4.359559 -2.285162 0.0 0.0 0.4 0.005
C 1.093884 5.822102 -1.405207 -0.3 -0.2 0.2 0.000
C -1.300587 6.469742 -1.048473 0.2 -0.3 0.1 0.002
H 0.246961 6.486144 3.543725 0.0 0.1 0.1 0.000
H -1.232118 6.140822 2.636469 -0.2 0.1 0.0 0.000
H 0.345647 5.950158 1.861024 0.1 0.2 -0.1 0.000
H 1.907915 4.664388 3.965323 0.1 0.1 0.1 0.000
H 1.766495 3.956150 2.341324 0.1 0.0 -0.1 0.000
H 1.428794 2.974678 3.773340 0.1 0.1 0.0 0.000
H -0.206230 4.831899 5.374720 0.0 0.1 0.1 0.000
H -0.842527 3.235519 4.952097 0.0 0.0 0.0 0.000
H -1.793822 4.685607 4.611978 -0.2 0.1 0.0 0.000
H -3.456382 3.200786 3.093807 0.1 0.0 0.2 0.000
H -3.887536 2.106970 1.772453 0.0 -0.2 -0.1 0.010
H -5.152622 2.940931 2.680234 -0.1 -0.1 0.0 0.000
H -3.723415 5.700569 2.801428 0.1 0.0 0.1 0.000
H -5.432754 5.461978 2.426632 -0.1 0.0 0.0 0.000
H -4.391655 6.338997 1.295012 0.0 0.1 -0.1 0.000
H -4.759974 3.078977 -0.427218 0.0 -0.2 -0.1 0.000
H -5.032890 4.816123 -0.550323 0.0 0.1 -0.1 0.000
H -6.067545 3.832298 0.494304 -0.1 0.0 0.0 0.000
H -0.218168 3.420233 -2.203964 0.1 -0.1 -0.1 0.004
H -0.556540 4.803575 -3.254542 -0.1 0.0 -0.2 0.000
H -1.818764 4.148871 -2.193361 -0.2 -0.1 -0.1 0.000
H 1.805733 5.003475 -1.373208 0.1 -0.1 0.0 0.000
H 1.370202 6.541491 -0.637892 0.0 0.1 0.1 0.000
H 1.143647 6.310044 -2.375292 0.1 0.1 -0.1 0.000
H -2.309573 6.089429 -0.920608 -0.1 0.1 0.0 0.000
H -1.244477 7.085072 -1.943079 0.0 0.1 -0.1 0.000
H -1.044950 7.076600 -0.183420 0.0 0.1 0.1 0.000
C 3.192382 -2.301257 -0.950835 -0.1 0.0 0.4 0.000
C 3.326715 -2.141072 -2.455650 0.1 -0.1 -0.1 0.001
As 5.018796 -2.758806 -3.324731 -0.1 0.2 0.3 0.000
C 5.036790 -4.636056 -2.776516 0.1 0.0 -0.1 0.000
C 3.875553 -5.397010 -2.860249 -0.1 0.3 0.0 0.000
C 3.898967 -6.763469 -2.640813 0.0 -0.1 0.0 0.000
C 5.096827 -7.398156 -2.358200 0.0 -0.1 0.0 0.000
C 6.266365 -6.658328 -2.297781 0.0 -0.1 0.0 0.000
C 6.236512 -5.290577 -2.511383 0.1 0.3 0.0 0.000
C 6.305167 -1.967665 -2.064109 -0.2 -0.1 -0.1 0.000
C 6.633885 -2.496649 -0.820986 -0.1 -0.2 0.0 0.000
C 7.584167 -1.879162 -0.024178 0.0 0.0 0.1 0.000
C 8.210525 -0.722702 -0.457215 0.1 0.1 0.0 0.000
C 7.874745 -0.171721 -1.684023 0.0 0.0 0.1 0.000
C 6.929431 -0.794951 -2.479312 -0.2 -0.1 -0.3 0.000
P 1.583683 -1.604803 -0.271386 0.4 -0.4 -0.7 0.001
C 1.680601 0.001718 -1.143567 -0.2 -0.1 0.3 0.015
C 1.107048 0.287389 -2.377053 -0.1 0.1 0.0 0.009
C 1.382272 1.494911 -2.994566 0.0 0.0 -0.1 0.000
C 2.239071 2.412430 -2.408729 0.1 0.0 0.0 0.001
C 2.808258 2.134475 -1.175636 0.1 0.2 -0.1 -0.001
C 2.523847 0.938679 -0.543022 0.0 -0.1 0.1 0.007
C 0.316734 -2.557094 -1.168813 -0.1 0.1 0.2 0.000
C 0.522870 -3.889934 -1.515591 0.2 0.2 0.1 0.000
C -0.510161 -4.642520 -2.043527 -0.1 0.0 0.0 0.000
C -1.768882 -4.084158 -2.198349 0.0 0.0 0.0 0.000
C -1.988823 -2.762634 -1.837431 -0.2 0.0 -0.1 0.000
C -0.953369 -2.000545 -1.329874 0.3 -0.2 0.0 0.000
H 3.984906 -1.750515 -0.431546 -0.1 -0.1 0.0 0.000
H 3.269228 -3.350896 -0.647491 0.0 0.1 0.0 0.000
H 3.257432 -1.083189 -2.725360 0.1 -0.2 -0.1 0.000
H 2.515597 -2.655586 -2.979638 0.0 0.1 0.0 0.000
H 2.941131 -4.915746 -3.123952 -0.1 0.0 0.0 0.000
H 2.984037 -7.336001 -2.701457 -0.1 0.0 0.0 0.000
H 5.119732 -8.468244 -2.206599 0.0 0.0 0.0 0.000
H 7.204787 -7.153494 -2.091455 0.1 0.0 0.0 0.000
H 7.158174 -4.719579 -2.482086 0.0 -0.1 0.0 0.000
H 6.156529 -3.407005 -0.476510 0.0 0.0 0.0 0.000
H 7.840648 -2.303776 0.937161 0.0 0.0 0.0 0.000
H 8.963040 -0.249323 0.156297 0.0 0.0 0.1 0.000
H 8.355188 0.733563 -2.026456 0.0 0.1 0.0 0.000
H 6.668070 -0.377642 -3.447820 0.1 0.0 0.0 0.000
H 0.464898 -0.430828 -2.868877 0.0 0.0 0.0 0.000
H 0.932185 1.718249 -3.948336 -0.1 0.0 -0.2 0.000
H 2.460490 3.337184 -2.922298 0.0 0.1 0.0 0.000
H 3.484736 2.836238 -0.707670 0.0 0.1 0.0 0.000
H 2.993054 0.710754 0.409794 0.0 0.0 0.0 0.000
H 1.490221 -4.347501 -1.358713 0.0 0.0 0.0 0.000
H -0.332525 -5.669614 -2.327336 0.0 -0.1 0.0 0.000
H -2.580476 -4.673947 -2.590931 -0.2 -0.1 -0.1 0.000
H -2.975613 -2.337798 -1.951853 -0.1 0.0 0.0 0.000
H -1.118610 -0.963397 -1.054295 -0.1 0.0 -0.1 -0.001
Cl 0.205177 -1.649985 4.436097 0.0 0.0 0.1 0.000
Ge 0.444819 0.611526 4.736133 0.1 0.0 0.8 0.000
Cl 2.113404 0.501412 3.053099 0.9 0.3 -0.1 0.000
Cl 1.878530 0.639151 6.404131 -0.2 0.0 -0.1 0.000
O -9.193224 -4.967236 -1.265573 -0.3 -0.1 -0.4 0.000
S -7.820304 -4.578202 -1.445839 0.7 -0.4 2.0 0.000
O -7.584739 -3.210922 -1.836215 0.0 0.4 -0.5 0.000
O -6.919631 -5.568741 -2.010884 -0.1 -0.1 -0.8 0.000
C -7.073109 -4.680154 0.259177 -1.3 0.3 -2.4 0.000
N -7.547476 -5.554405 1.105142 -0.4 -0.8 1.2 0.000
C -6.857607 -5.723228 2.224374 0.1 0.2 -0.2 0.000
C -5.689243 -5.016053 2.476878 0.4 0.2 -0.1 0.000
C -5.282606 -4.109468 1.496277 -1.0 -0.7 -0.1 0.000
N -5.999060 -3.955351 0.381243 1.6 1.0 0.9 0.000
C -4.089188 -3.264794 1.595716 0.4 0.1 0.2 0.001
C -4.086462 -2.022013 0.964242 0.3 0.2 0.1 0.002
C -2.963290 -1.224697 1.073852 -0.7 -0.3 -0.1 0.016
N -1.864800 -1.603848 1.722233 0.3 0.3 0.0 0.001
C -1.853157 -2.804078 2.287489 -0.1 -0.8 0.3 0.000
C -2.939948 -3.660496 2.275329 0.0 0.3 -0.3 0.000
H -7.257795 -6.441765 2.927420 0.1 0.0 0.1 0.000
H -5.136883 -5.149595 3.393659 0.0 0.0 0.1 0.000
H -4.953237 -1.715934 0.399829 -0.1 0.0 -0.1 0.000
H -2.925684 -0.245922 0.611191 -0.2 0.0 -0.1 0.017
H -0.943435 -3.090816 2.798155 -0.1 0.0 -0.1 0.000
H -2.881382 -4.622778 2.758605 0.0 -0.1 0.0 0.000
```
Forces are in eV/Å.

Summary:
Total energy in a.u.: -10239.30688
Orbital gap (spin up / spin down) in eV: 6.6 / 2.5
Multiplicity: 2
E_HOMO (spin up / spin down) in eV: -7.26 / -7.26


One molecule with the formula C5H7N. Source: the Open Molecules 2025 dataset; level of theory: ωB97M-V/def2-TZVPD.

The geometry in XYZ format:
```
13
Properties=species:S:1:pos:R:3:forces:R:3:nbo_charge:R:1
C -0.635910 -0.962010 -0.273877 -3.2 -1.7 3.3 -0.162
C -1.024906 0.338673 0.312980 1.5 -1.5 1.6 -0.235
N 0.197049 1.008051 -1.554556 1.6 -1.4 3.6 -0.719
C 0.342573 0.584363 -0.222572 -0.8 3.3 -2.9 0.245
C -0.759601 -1.266648 1.092277 -1.0 2.5 -5.0 -0.259
C 1.462828 0.219811 0.749999 1.2 0.3 -2.5 -0.663
H -0.681121 -1.136661 -1.317795 -0.1 -1.2 -0.6 0.252
H -1.900408 0.991410 0.214664 0.3 -0.8 -0.5 0.245
H 1.049287 1.131897 -2.136014 -0.2 0.2 1.2 0.348
H -1.481257 -2.048650 1.359531 0.6 0.2 0.4 0.241
H 2.383701 0.790549 0.632268 0.1 -0.1 -0.7 0.225
H 1.189307 0.428707 1.745065 -0.8 -0.4 1.1 0.242
H 1.578461 -0.832347 0.480654 1.0 0.3 1.0 0.240
```
Forces are in eV/Å.

Summary:
Total energy in a.u.: -249.19932
Orbital gap in eV: 7.5
E_HOMO in eV: -8.12
ΔE to the lowest compared entry with this formula, charge and spin in kcal/mol: 171.9


C4H14O2P2Pd as an isolated structure. Source: the Open Molecules 2025 dataset; level of theory: ωB97M-V/def2-TZVPD.

The geometry in XYZ format:
```
23
Properties=species:S:1:pos:R:3:forces:R:3:nbo_charge:R:1
C -1.401102 1.630956 1.233866 -0.1 -0.2 -0.1 -0.671
C -2.057500 0.636821 0.267973 0.0 0.1 0.2 -0.434
C -1.964077 1.088384 -1.171378 -0.6 0.2 0.3 -0.071
O -0.564482 1.292874 -1.588925 -0.2 -0.1 -0.3 -0.796
P 0.587318 0.271844 -1.384477 -1.6 1.6 -0.5 1.083
P 2.472258 -1.524383 -0.672258 0.9 -1.0 0.4 1.460
C 2.365407 -1.942617 1.048445 -0.3 0.2 0.1 -1.128
O 2.323638 -2.852530 -1.471338 -0.6 0.4 -0.2 -0.921
H -1.453154 1.221688 2.252877 -0.1 0.1 0.0 0.246
H -0.336984 1.742616 0.888085 0.0 0.3 0.3 0.145
H -1.912392 2.594730 1.186440 0.0 -0.1 0.0 0.256
H -3.121059 0.552926 0.508076 0.0 -0.1 -0.1 0.272
H -1.649059 -0.372671 0.418903 0.0 0.0 -0.1 0.190
H -2.466101 0.412127 -1.864626 0.3 -0.1 -0.1 0.225
H -2.424599 2.066810 -1.297250 0.2 0.0 0.0 0.243
H 1.448222 0.616464 -2.423202 0.3 -0.2 0.2 0.093
H 1.013061 0.558374 -0.063588 0.4 -0.4 -0.1 0.025
H -0.007365 -0.990741 -1.568669 0.5 -0.2 0.2 0.035
H 2.206145 -1.038008 1.644513 0.1 -0.1 0.0 0.296
H 3.332639 -2.377027 1.353214 0.0 0.0 -0.1 0.344
H 1.574264 -2.674720 1.252382 0.1 0.0 0.0 0.304
H 1.808191 -3.621387 -1.166614 0.5 -0.3 0.2 0.562
Pd 0.226731 2.707473 2.617551 0.2 -0.2 -0.2 0.241
```
Forces are in eV/Å.

Summary:
Total energy in a.u.: -1121.06268
Charge: +2
Orbital gap in eV: 3.0
E_HOMO in eV: -14.26